(1)
Molecular formula: C22H28N2O2
Method: DFT, the ωB97M-V functional and the def2-TZVPD basis

Atoms and positions in Å:
C  6.646  0.832  1.014
C  5.433  0.901  0.135
C  5.506  1.556  -1.088
C  4.396  1.647  -1.904
C  3.208  1.055  -1.521
C  3.117  0.378  -0.309
C  4.230  0.325  0.542
C  4.121  -0.312  1.895
H  3.077  -0.437  2.166
H  4.604  0.311  2.645
H  4.609  -1.288  1.914
N  1.916  -0.237  0.116
C  0.672  0.309  -0.376
H  0.718  1.399  -0.333
C  -0.465  -0.190  0.526
N  -0.500  -1.634  0.511
C  -1.495  -2.445  0.083
O  -1.367  -3.656  0.065
C  -2.785  -1.786  -0.376
C  -2.657  -1.318  -1.829
C  -3.837  -0.456  -2.288
H  -3.738  -0.255  -3.359
H  -4.787  -0.973  -2.124
O  -3.816  0.819  -1.678
C  -4.493  1.078  -0.523
C  -5.438  0.255  0.082
C  -6.066  0.665  1.246
C  -5.770  1.885  1.823
C  -4.830  2.709  1.222
C  -4.198  2.311  0.063
H  -3.467  2.941  -0.420
H  -4.588  3.665  1.660
H  -6.265  2.193  2.731
H  -6.798  0.014  1.703
H  -5.694  -0.707  -0.334
H  -1.748  -0.727  -1.954
H  -2.584  -2.190  -2.481
H  -3.049  -0.959  0.282
H  -3.568  -2.543  -0.309
C  0.763  -2.214  0.924
H  0.676  -3.298  0.840
C  1.891  -1.687  0.038
H  2.846  -2.089  0.371
H  1.718  -2.023  -0.999
H  0.955  -1.940  1.967
H  -1.407  0.240  0.197
H  -0.267  0.142  1.553
H  0.458  0.000  -1.415
H  2.352  1.112  -2.176
H  4.457  2.168  -2.848
H  6.439  2.004  -1.397
H  6.852  -0.195  1.310
H  6.497  1.417  1.922
H  7.516  1.226  0.495

Properties
DFT total energy = -1115.1254 Ha
SMILES string = Cc1cccc(N2CCN(C(=O)CCCOc3ccccc3)CC2)c1C
ΔE to the lowest compared entry with this formula, charge and spin = 38.55 kcal/mol
Highest occupied orbital energy = -8.2 eV
Frontier orbital gap = 0.3297 hartree

---

(2)
Molecular formula: C22H28N2O3
Method: DFT, the ωB97M-V functional and the def2-TZVPD basis

Atoms and positions in Å:
C  -0.180  -2.254  -1.252
C  1.063  -2.654  -1.435
C  1.910  -3.316  -0.389
H  2.119  -4.353  -0.675
H  1.407  -3.305  0.583
O  3.197  -2.717  -0.308
C  3.244  -1.354  -0.170
C  4.159  -0.680  -0.968
C  4.257  0.698  -0.950
C  3.454  1.439  -0.099
C  2.597  0.767  0.762
C  2.457  -0.614  0.732
O  1.588  -1.289  1.538
C  0.597  -0.560  2.239
C  -0.359  -1.559  2.872
H  -1.145  -1.026  3.399
H  -0.811  -2.187  2.108
H  0.175  -2.197  3.572
H  1.061  0.053  3.024
H  0.057  0.101  1.547
H  2.008  1.332  1.465
C  3.463  2.953  -0.158
N  2.232  3.579  0.283
C  1.006  3.035  -0.060
C  -0.088  3.191  0.794
C  -1.306  2.607  0.518
C  -1.466  1.843  -0.634
C  -0.400  1.738  -1.523
C  0.817  2.324  -1.247
H  1.630  2.207  -1.944
H  -0.518  1.173  -2.438
N  -2.657  1.166  -0.938
C  -3.700  0.876  -0.116
O  -3.795  1.246  1.034
C  -4.754  0.009  -0.792
C  -4.249  -1.420  -1.019
C  -3.882  -2.102  0.294
H  -3.515  -3.109  0.111
H  -3.113  -1.536  0.814
H  -4.751  -2.163  0.944
H  -3.376  -1.410  -1.677
H  -5.031  -1.994  -1.522
H  -5.628  -0.014  -0.141
H  -5.041  0.461  -1.745
H  -2.679  0.763  -1.864
H  -2.128  2.713  1.206
H  0.030  3.763  1.705
H  2.257  3.912  1.236
H  4.276  3.348  0.458
H  3.666  3.257  -1.192
H  4.945  1.197  -1.617
H  4.770  -1.268  -1.634
H  1.565  -2.491  -2.380
H  -0.743  -1.780  -2.038
H  -0.692  -2.396  -0.315

Properties
DFT total energy = -1190.3365 Ha
SMILES string = C=CCOc1ccc(CNc2ccc(NC(=O)CCC)cc2)cc1OCC
ΔE to the lowest compared entry with this formula, charge and spin = 67.92 kcal/mol
Highest occupied orbital energy = -7.5 eV
Frontier orbital gap = 0.3037 hartree

---

(3)
Molecular formula: C22H28N2O3
Method: DFT, the ωB97M-V functional and the def2-TZVPD basis

Atoms and positions in Å:
C  3.196  2.826  -1.373
H  3.729  1.894  -1.554
C  1.864  2.854  -2.109
H  1.411  3.839  -1.989
H  2.025  2.675  -3.176
C  0.841  1.828  -1.599
N  1.381  0.483  -1.581
C  2.140  -0.061  -0.551
O  2.407  0.478  0.491
C  2.492  -1.430  -1.007
C  3.234  -2.415  -0.391
C  3.397  -3.619  -1.070
C  2.829  -3.821  -2.319
C  2.076  -2.827  -2.936
C  1.918  -1.634  -2.264
C  1.187  -0.399  -2.636
O  0.525  -0.164  -3.616
H  1.629  -2.978  -3.907
H  2.974  -4.766  -2.821
H  3.975  -4.410  -0.616
H  3.671  -2.250  0.582
H  0.009  1.802  -2.317
C  0.265  2.218  -0.227
O  0.644  3.200  0.377
N  -0.729  1.426  0.227
C  -1.459  0.413  -0.511
H  -0.891  -0.515  -0.619
C  -2.745  0.197  0.306
C  -3.913  -0.213  -0.585
H  -4.095  0.539  -1.350
H  -4.819  -0.325  0.007
H  -3.704  -1.161  -1.076
C  -2.926  1.568  0.960
C  -1.494  1.823  1.406
C  -1.167  0.965  2.628
H  -0.121  1.118  2.895
H  -1.777  1.339  3.452
C  -1.422  -0.546  2.439
C  -0.118  -1.234  2.018
H  -0.289  -2.282  1.779
H  0.330  -0.747  1.161
H  0.605  -1.187  2.830
C  -1.836  -1.146  3.790
H  -1.065  -0.968  4.535
H  -1.982  -2.221  3.698
H  -2.764  -0.704  4.147
C  -2.552  -0.836  1.424
H  -2.382  -1.819  0.978
H  -3.499  -0.892  1.966
H  -1.269  2.870  1.624
H  -3.630  1.551  1.789
H  -3.250  2.312  0.231
H  -1.709  0.770  -1.517
H  3.822  3.646  -1.717
H  3.033  2.935  -0.305

Properties
DFT total energy = -1190.4447 Ha
SMILES string = CC[C@H](C(=O)N1C[C@]2(C)C[C@H]1CC(C)(C)C2)N1C(=O)c2ccccc2C1=O
ΔE to the lowest compared entry with this formula, charge and spin = 0.00 kcal/mol
Highest occupied orbital energy = -9.1 eV
Frontier orbital gap = 0.3174 hartree

---

(4)
Molecular formula: C22H28N2O5P
Method: DFT, the ωB97M-V functional and the def2-TZVPD basis

Atoms and positions in Å:
C  -3.534  -0.184  3.136
C  -3.849  0.184  1.578
C  -5.382  0.676  1.510
P  -5.609  2.570  1.334
O  -3.734  -0.955  0.680
C  -2.409  -1.097  0.146
C  -2.047  -0.013  -0.993
C  -0.642  -0.062  -1.705
C  -0.290  1.027  -2.782
C  -1.261  2.177  -3.182
C  -2.654  2.214  -2.501
C  -2.990  1.138  -1.442
H  -3.162  -1.252  3.284
H  -2.674  0.503  3.498
H  -4.431  0.091  3.804
H  -3.091  1.011  1.310
H  -5.820  0.208  0.541
H  -6.029  0.275  2.365
H  -7.054  2.361  1.245
H  -5.563  2.531  -0.123
H  -4.194  2.854  1.467
H  -5.783  2.681  2.784
H  -5.853  4.008  1.261
H  -2.392  -2.120  -0.398
H  -1.591  -1.182  0.956
H  0.130  -0.874  -1.439
H  0.729  1.022  -3.302
H  -1.016  2.996  -3.936
H  -3.446  3.005  -2.713
H  -4.014  1.187  -0.910
C  4.126  -2.065  1.874
C  3.357  -3.156  2.268
C  2.043  -2.968  2.685
C  1.508  -1.681  2.700
C  2.275  -0.584  2.315
C  3.589  -0.781  1.901
N  0.118  -1.480  3.114
O  -0.520  -2.464  3.463
O  -0.325  -0.342  3.084
H  5.149  -2.215  1.543
H  3.781  -4.154  2.246
H  1.454  -3.826  2.989
H  1.867  0.421  2.328
H  4.194  0.066  1.596
C  5.817  1.372  -3.386
C  6.342  0.479  -2.457
C  5.591  -0.615  -2.040
C  4.315  -0.808  -2.566
C  3.781  0.087  -3.492
C  4.538  1.179  -3.900
N  3.529  -1.971  -2.150
O  4.021  -2.725  -1.322
O  2.428  -2.125  -2.657
H  6.409  2.222  -3.713
H  7.339  0.635  -2.058
H  6.011  -1.303  -1.315
H  2.787  -0.054  -3.902
H  4.133  1.880  -4.623

Properties
DFT total energy = -1681.6874 Ha
ΔE to the lowest compared entry with this formula, charge and spin = 106.89 kcal/mol
Highest occupied orbital energy = -2.9 eV
Frontier orbital gap = 0.1318 hartree
Net charge = -1

---

(5)
Molecular formula: C22H28N4O5S
Method: DFT, the ωB97M-V functional and the def2-TZVPD basis

Atoms and positions in Å:
C  5.743  -2.409  1.666
H  5.403  -3.327  2.139
H  5.569  -2.482  0.595
H  6.815  -2.323  1.829
C  5.035  -1.189  2.247
H  5.482  -0.286  1.829
H  5.179  -1.167  3.328
C  3.524  -1.136  1.951
N  3.313  -1.134  0.503
C  3.743  -0.194  -0.351
O  4.295  0.846  -0.057
C  3.454  -0.564  -1.819
N  2.038  -0.585  -2.148
C  1.370  -1.746  -1.972
O  1.911  -2.712  -1.445
C  -0.053  -1.864  -2.484
H  -0.390  -0.978  -3.018
C  -1.038  -2.146  -1.339
C  -2.043  -1.024  -1.187
O  -2.303  -0.218  -2.054
N  -2.701  -1.016  0.009
C  -3.678  -0.093  0.295
N  -4.271  -0.028  1.439
C  -5.190  0.972  1.445
C  -5.296  1.670  0.289
S  -4.190  1.069  -0.894
H  -5.944  2.492  0.067
H  -5.756  1.138  2.343
H  -2.464  -1.658  0.751
H  -1.611  -3.054  -1.545
H  -0.505  -2.307  -0.400
H  -0.046  -2.706  -3.179
C  1.411  0.684  -2.449
C  0.453  1.175  -1.383
C  -0.365  2.259  -1.664
C  -1.249  2.781  -0.726
C  -1.289  2.172  0.504
C  -0.475  1.079  0.789
C  0.403  0.564  -0.130
H  1.031  -0.272  0.123
O  -0.725  0.641  2.065
C  -1.684  1.536  2.595
O  -2.065  2.458  1.596
H  -2.567  0.970  2.928
H  -1.246  2.078  3.449
H  -1.885  3.619  -0.955
H  -0.320  2.713  -2.642
H  2.211  1.423  -2.549
H  0.892  0.638  -3.413
H  3.855  -1.563  -2.015
H  3.958  0.160  -2.461
H  2.925  -1.979  0.095
C  2.791  -2.355  2.510
H  3.103  -3.265  2.004
H  1.717  -2.237  2.379
H  2.996  -2.458  3.572
C  2.938  0.141  2.564
H  1.861  0.180  2.417
H  3.388  1.014  2.101
H  3.142  0.165  3.632

Properties
DFT total energy = -1848.6113 Ha
SMILES string = CCC(C)(C)NC(=O)CN(Cc1ccc2c(c1)OCO2)C(=O)CCC(=O)Nc1nccs1
ΔE to the lowest compared entry with this formula, charge and spin = 15.23 kcal/mol
Highest occupied orbital energy = -8.1 eV
Frontier orbital gap = 0.3203 hartree

---

(6)
Molecular formula: C22H28N4O5S
Method: DFT, the ωB97M-V functional and the def2-TZVPD basis

Atoms and positions in Å:
C  -2.552  -2.230  2.100
H  -3.101  -1.386  1.672
O  -1.857  -2.943  1.097
C  -0.873  -2.299  0.420
C  -0.456  -0.996  0.674
C  0.556  -0.421  -0.079
C  1.186  -1.142  -1.102
C  0.759  -2.440  -1.354
C  -0.254  -3.008  -0.607
H  -0.579  -4.017  -0.807
H  1.217  -3.025  -2.136
O  2.195  -0.503  -1.775
C  2.862  -1.203  -2.797
H  3.620  -0.517  -3.171
H  2.181  -1.471  -3.610
H  3.350  -2.103  -2.411
N  0.936  0.902  0.239
S  2.068  1.054  1.450
O  1.623  0.245  2.545
O  2.245  2.463  1.662
C  3.553  0.339  0.761
C  3.763  -1.017  0.910
C  4.860  -1.598  0.295
C  5.722  -0.817  -0.459
C  5.499  0.544  -0.598
C  4.402  1.129  0.014
H  4.199  2.185  -0.069
H  6.176  1.147  -1.183
H  6.575  -1.272  -0.941
H  5.040  -2.657  0.401
H  3.070  -1.590  1.506
C  0.830  1.920  -0.780
H  1.336  1.644  -1.710
H  1.280  2.825  -0.366
C  -0.659  2.135  -1.067
O  -1.133  2.132  -2.184
N  -1.356  2.309  0.078
N  -2.715  2.404  0.259
C  -3.513  1.607  -0.323
C  -4.974  1.792  -0.071
H  -5.133  2.634  0.601
H  -5.451  2.018  -1.027
C  -5.582  0.510  0.520
N  -4.858  -0.683  0.107
C  -5.655  -1.875  0.291
H  -5.045  -2.749  0.071
H  -5.976  -1.927  1.331
H  -6.550  -1.894  -0.351
C  -4.327  -0.551  -1.239
H  -5.102  -0.232  -1.958
C  -3.170  0.446  -1.201
H  -2.273  -0.040  -0.805
H  -2.915  0.801  -2.204
H  -3.955  -1.525  -1.563
H  -6.645  0.453  0.226
H  -5.541  0.552  1.614
H  -0.835  2.511  0.923
H  -0.885  -0.402  1.462
H  -3.257  -2.943  2.524
H  -1.873  -1.882  2.884

Properties
DFT total energy = -1848.4830 Ha
SMILES string = COc1ccc(OC)c(N(CC(=O)NN=C2CCN(C)CC2)S(=O)(=O)c2ccccc2)c1
ΔE to the lowest compared entry with this formula, charge and spin = 95.71 kcal/mol
Highest occupied orbital energy = -8.2 eV
Frontier orbital gap = 0.3217 hartree

---

(7)
Molecular formula: C22H29AsFN2O6V
Method: DFT, the ωB97M-V functional and the def2-TZVPD basis

Atoms and positions in Å:
V  1.229  -0.574  -1.016
C  -2.117  5.858  0.380
C  -2.983  4.650  0.679
C  -4.371  4.764  0.080
C  -5.215  3.570  0.482
C  -4.542  2.294  0.059
C  -5.272  1.166  -0.225
C  -4.644  -0.018  -0.626
F  -5.409  -1.069  -0.884
C  -3.294  -0.113  -0.763
C  -2.519  1.029  -0.487
C  -1.104  0.984  -0.624
O  -0.559  -0.167  -1.018
C  -0.368  2.124  -0.360
C  -1.043  3.287  0.037
N  -2.343  3.354  0.179
C  -3.140  2.226  -0.078
C  1.095  2.247  -0.450
O  1.778  3.162  -0.173
O  1.714  1.043  -0.955
H  -2.685  6.744  0.661
H  -1.889  5.934  -0.685
H  -1.193  5.891  0.957
H  -3.072  4.513  1.760
H  -4.296  4.845  -1.009
H  -4.816  5.689  0.443
H  -6.211  3.620  0.047
H  -5.345  3.562  1.568
H  -6.353  1.181  -0.146
H  -2.835  -1.037  -1.078
H  -0.471  4.181  0.235
O  3.217  -1.981  0.413
C  2.351  -1.625  1.200
O  1.244  -1.035  0.826
C  2.497  -1.823  2.693
N  3.857  -2.429  2.972
C  3.667  -3.586  3.962
C  2.277  -3.345  4.527
C  1.501  -2.800  3.329
H  2.454  -0.854  3.190
H  4.495  -1.732  3.353
H  4.259  -2.734  2.081
H  4.480  -3.558  4.681
H  3.729  -4.504  3.383
H  2.312  -2.612  5.334
H  1.852  -4.263  4.926
H  0.574  -2.299  3.590
H  1.271  -3.607  2.629
C  3.959  -1.664  -3.403
As  2.393  -2.719  -3.307
C  2.711  -4.494  -2.762
C  1.316  -2.617  -4.854
O  1.421  -1.971  -2.010
H  4.498  -1.923  -4.315
H  4.576  -1.873  -2.531
H  3.684  -0.611  -3.444
H  3.321  -4.967  -3.532
H  1.755  -5.008  -2.677
H  3.239  -4.490  -1.811
H  1.903  -2.972  -5.702
H  1.012  -1.586  -5.020
H  0.447  -3.256  -4.709

Properties
DFT total energy = -4695.5607 Ha
Spin multiplicity = 2
Expectation value of S² = 0.757
ΔE to the lowest compared entry with this formula, charge and spin = 3.15 kcal/mol
Highest occupied orbital energy (alpha / beta) = -16.5 / -16.5 eV
Frontier orbital gap (alpha / beta) = 0.2514 / 0.2717 hartree
Net charge = +3

---

(8)
Molecular formula: C22H29B2CaCl3F2KNO20PS2
Method: DFT, the ωB97M-V functional and the def2-TZVPD basis

Atoms and positions in Å:
C  -5.967  0.059  4.828
B  -5.136  0.940  3.781
O  -4.359  0.271  2.897
P  -5.231  2.948  3.707
H  -6.752  0.616  5.345
H  -5.329  -0.354  5.602
H  -6.461  -0.731  4.260
H  -4.896  0.004  2.139
H  -6.356  2.710  2.484
H  -6.450  2.763  4.784
H  -4.334  3.118  4.868
H  -4.161  3.067  2.758
H  -5.531  4.336  3.626
Ca  -7.908  1.993  3.725
F  -3.869  3.833  1.251
C  -1.071  5.443  -1.828
C  -0.763  6.246  -2.938
C  -1.739  7.000  -3.554
C  -3.016  6.948  -3.042
C  -3.354  6.169  -1.961
C  -2.372  5.399  -1.346
N  -4.061  7.782  -3.690
O  -3.726  8.442  -4.654
O  -5.175  7.757  -3.215
H  -0.311  4.853  -1.337
H  0.229  6.291  -3.326
H  -1.514  7.620  -4.408
H  -4.371  6.147  -1.595
H  -2.654  4.772  -0.503
K  1.369  5.153  -2.371
C  -1.749  -2.864  4.221
C  -3.198  -2.492  4.074
O  -3.866  -3.736  3.835
S  -3.121  -4.902  4.640
O  -3.797  -5.125  5.865
O  -2.881  -5.964  3.746
O  -1.783  -4.112  4.946
H  -1.297  -3.024  3.246
H  -1.169  -2.130  4.770
H  -3.348  -1.802  3.253
H  -3.604  -2.062  4.995
C  0.452  -1.846  -1.108
C  0.658  -2.217  0.170
C  0.289  -1.336  1.343
O  0.487  -1.788  2.464
C  -0.281  -0.034  1.088
C  -0.488  0.332  -0.188
C  -0.148  -0.572  -1.369
O  -0.420  -0.105  -2.465
O  -0.998  1.485  -0.565
O  1.186  -3.368  0.506
H  0.716  -2.495  -1.932
H  -0.529  0.599  1.929
H  -1.031  1.422  -1.548
H  1.233  -3.401  1.479
B  2.508  -7.847  -0.371
O  1.220  -7.248  -0.782
C  1.421  -6.014  -1.205
O  0.575  -5.266  -1.604
C  2.955  -5.708  -1.083
O  3.490  -4.681  -1.373
O  3.523  -6.801  -0.599
O  2.478  -8.269  1.046
C  2.719  -9.564  1.142
O  2.765  -10.213  2.145
C  2.937  -10.103  -0.323
O  3.177  -11.234  -0.626
O  2.804  -9.074  -1.138
C  3.504  0.808  -2.760
Cl  2.823  -0.774  -2.501
Cl  2.761  1.981  -1.541
Cl  5.199  0.866  -2.694
H  3.208  1.157  -3.742
F  5.405  -0.098  -5.160
C  8.653  2.173  -2.887
S  9.214  3.694  -3.638
O  8.100  4.677  -3.551
C  9.221  3.054  -5.313
H  8.523  2.350  -1.821
H  7.706  1.881  -3.340
H  9.398  1.393  -3.038
H  8.221  2.696  -5.565
H  9.944  2.242  -5.384
H  9.511  3.867  -5.975

Properties
DFT total energy = -6460.3650 Ha
Highest occupied orbital energy = -4.3 eV
Frontier orbital gap = 0.0845 hartree
Net charge = -1

---

- What is the DFT total energy in the sixth record?
  -1848.4830 Ha

---

- Look up the DFT total energy of the eighth one.
  -6460.3650 Ha